# 1
This record from the OMol25 dataset describes a molecular structure, CInNO6 in a non-equilibrium geometry. The level of theory is ωB97M-V with the def2-TZVPD basis set.

```
! RIJCOSX wB97M-V def2-TZVPD def2/J DEFGRID3
* xyz -1 2
In -0.730 -0.055 -0.607
C -2.226 0.254 2.398
O -3.083 -0.419 2.991
O -2.650 0.990 1.505
O -1.111 -0.138 2.309
N 2.477 -0.137 -2.142
O 3.463 -0.189 -2.789
O 2.295 -0.929 -1.257
O 1.566 0.623 -2.406
*
```

Summary:
Highest occupied orbital energy (spin up / spin down) (eV): -5.567 / -5.567
HOMO-LUMO gap (spin up / spin down) (eV): 7.92 / 7.40
E_LUMO (spin up / spin down) (eV): 2.35 / 1.84

# 2
This record from the OMol25 dataset describes a molecular structure, CN2O2S in a non-equilibrium geometry. The level of theory is ωB97M-V with the def2-TZVPD basis set.

```
! RIJCOSX wB97M-V def2-TZVPD def2/J DEFGRID3
* xyz 0 3
C -1.570 -0.140 -0.130
N -2.531 0.476 0.267
N -0.713 -0.946 -0.320
O 1.423 1.441 0.035
O 2.029 -0.898 0.499
S 1.363 0.066 -0.351
*
```

Summary:
Highest occupied orbital energy (spin up / spin down) (eV): -11.228 / -11.519
HOMO-LUMO gap (spin up / spin down) (eV): 10.59 / 7.87
Energy relative to the best compared isomer or geometry (same formula, charge and spin) (eV): 0.000
E_LUMO (spin up / spin down) (eV): -0.64 / -3.65